Entry 1:
The following is a DFT calculation (ωB97M-V/def2-TZVPD) of a single C6H6N2 molecule in a non-equilibrium geometry.

Its relative energy (zero: lowest compared OMol25 entry of this formula, charge and spin) is 23.7 kcal per mole. The charge is 0. The gap between HOMO and LUMO is 0.3370 Ha. Its highest occupied orbital energy is -9.67 eV. The SMILES is C1=NC2=NCCC2=C1.

Atoms and positions in Å:
C: 2.11901 -0.06216 0.00097
N: 1.42371 -1.16300 -0.00890
C: 0.08408 -0.72435 0.00048
N: -1.05763 -1.31276 -0.00178
C: -2.03679 -0.26808 -0.01009
C: -1.34171 1.19829 -0.01272
C: 0.04307 0.75393 0.03186
C: 1.29474 1.19930 -0.00420
H: 3.20690 -0.18103 0.03757
H: -2.60466 -0.33610 0.95003
H: -2.71068 -0.54440 -0.82151
H: -1.58330 1.79289 -0.90706
H: -1.55198 1.81124 0.85158
H: 1.70678 2.20613 -0.07358

Mulliken population analysis, charges in e, atoms 1 to 2: C -0.02; N -0.60

---

Entry 2:
The following is a DFT calculation (ωB97M-V/def2-TZVPD) of C32H73F20N13O40S12 as an isolated structure in a non-equilibrium geometry.

The charge is 0. The gap between HOMO and LUMO is 0.0327 Ha. Its highest occupied orbital energy is -9.63 eV.

Atoms and positions in Å:
C: -6.46983 -25.18012 16.49854
C: -6.69756 -24.02870 17.41382
O: -7.56030 -23.93525 18.30764
N: -6.02618 -22.89393 17.16970
H: -6.30097 -22.18800 17.84398
H: -16.83870 -36.94519 12.14012
C: -5.11290 -22.45545 16.12933
H: -5.63232 -24.99122 15.85010
H: -7.38443 -25.33550 15.93498
H: -6.34697 -26.08385 17.08601
H: -5.20525 -22.81863 15.08950
H: -4.08231 -22.66568 16.42005
H: -5.30249 -21.37446 16.15178
C: 0.15481 -22.20497 7.73627
C: 0.96132 -21.15863 8.51246
O: 2.04910 -21.30932 9.00870
N: 0.30611 -19.95436 8.59172
H: -0.43851 -19.84087 7.95521
H: -0.44462 -19.92045 10.19342
C: 1.16546 -18.68429 8.65455
H: -0.78688 -22.39549 8.21513
H: 0.52813 -23.21816 7.69519
H: -0.00679 -21.67708 6.74374
H: 1.79799 -18.67645 7.76705
H: 1.81930 -18.61257 9.53937
H: 0.46791 -17.89647 8.57227
C: -3.01245 -23.64552 3.22331
C: -4.46363 -24.04226 3.06346
O: -5.02269 -24.07473 2.01067
N: -5.22529 -24.32952 4.29109
H: -4.75424 -25.13645 4.77130
H: -5.10573 -23.57255 4.92223
C: -6.69500 -24.58308 4.14373
H: -2.63981 -23.47231 4.27040
H: -2.89391 -22.83372 2.54551
H: -2.41697 -24.44669 2.77849
H: -6.85841 -25.51695 3.57393
H: -7.29738 -23.66786 3.92046
H: -6.93083 -24.86106 5.18979
C: -8.93445 -31.32869 8.47596
C: -9.44305 -30.47725 9.60770
O: -10.37695 -30.64338 10.32129
N: -8.63496 -29.15599 9.89262
H: -7.91321 -29.39191 10.60724
H: -8.24156 -28.76116 9.03086
C: -9.56429 -28.07957 10.48583
H: -9.60517 -32.17446 8.32226
H: -7.82682 -31.50391 8.48706
H: -8.97892 -30.63242 7.62542
H: -10.56382 -28.16224 10.12709
H: -9.16427 -27.14365 10.07439
H: -9.58641 -28.03564 11.57102
C: -3.79087 -26.24764 8.88624
C: -2.31888 -26.51695 8.82407
O: -1.46354 -25.69670 8.55065
N: -1.88805 -27.84509 9.21999
H: -2.21673 -28.15404 10.11933
H: -2.29109 -28.53800 8.54095
C: -0.33197 -28.06182 9.28450
H: -4.02822 -25.59343 9.68734
H: -4.40196 -27.15158 9.03259
H: -4.02040 -25.73882 7.95491
H: -0.08769 -28.73937 10.10969
H: 0.11228 -27.07777 9.38528
H: -0.04542 -28.52061 8.33750
C: -4.02774 -31.21064 6.06897
C: -3.13423 -31.61257 4.88901
O: -3.26002 -32.48863 4.07636
N: -1.89584 -30.74956 4.83287
H: -2.25196 -29.75493 4.76593
H: -1.22879 -30.97431 5.64029
C: -0.91956 -30.98417 3.67021
H: -5.00833 -31.36471 5.75128
H: -4.00091 -30.18201 6.43495
H: -3.92927 -31.86196 6.92705
H: -0.51340 -30.02964 3.36252
H: -1.43737 -31.54100 2.93035
H: -0.06873 -31.61865 3.99362
C: 1.49804 -31.49465 11.98697
C: 2.56129 -32.12464 11.19226
O: 3.06017 -33.21048 11.23882
N: 2.98732 -31.16517 10.02848
H: 2.10699 -30.85411 9.59270
H: 3.46203 -30.26655 10.40259
C: 3.86489 -31.84528 9.06864
H: 0.53289 -31.78898 11.62385
H: 1.52816 -30.41418 11.92157
H: 1.71022 -31.76086 13.00411
H: 4.87329 -32.03209 9.48491
H: 4.09238 -31.21536 8.16866
H: 3.48175 -32.83752 8.71924
C: -8.52552 -28.50774 14.54696
C: -7.56368 -28.91395 13.40528
O: -8.05591 -29.51695 12.44212
N: -6.21789 -28.62693 13.47499
H: -5.57551 -29.06411 12.80790
H: -2.88363 -24.96605 12.21635
C: -5.49552 -28.08697 14.64153
H: -8.09068 -28.09495 15.48063
H: -9.02685 -29.47603 14.72706
H: -9.34469 -27.97728 14.04936
H: -4.58209 -27.70022 14.20039
H: -5.37321 -28.86188 15.40573
H: -5.94656 -27.13659 15.04007
C: 2.28320 -24.47561 10.20165
C: 3.09931 -24.17868 11.41249
O: 4.02129 -23.45131 11.53797
N: 2.73413 -25.24507 12.51715
H: 1.69548 -25.24415 12.52730
H: 2.96321 -26.15055 12.09640
C: 3.32946 -24.98295 13.88855
H: 2.55942 -23.75160 9.36834
H: 1.19434 -24.39930 10.42296
H: 2.44505 -25.54706 9.80172
H: 4.37671 -24.64090 13.78895
H: 3.19660 -25.95167 14.43221
H: 2.68773 -24.14310 14.23990
C: -0.50934 -27.16555 14.42207
F: -1.23806 -26.19216 15.02059
F: 0.65984 -27.17093 15.12140
F: -1.15157 -28.42190 14.55917
S: -0.22727 -26.97381 12.69643
O: 0.10293 -25.57673 12.61189
O: 0.88886 -27.90918 12.56084
O: -1.55142 -27.32779 12.21637
C: -1.14524 -33.03059 8.03858
F: -2.33148 -32.79686 8.67007
F: -0.44492 -33.91909 8.67226
F: -1.52664 -33.48013 6.80817
S: -0.30761 -31.34092 7.88178
O: 0.39704 -31.19869 9.12839
O: 0.55546 -31.32237 6.73727
O: -1.38622 -30.39418 7.78219
C: -0.27559 -21.91740 12.79578
F: 0.60622 -22.49037 12.00534
F: -1.06671 -22.82014 13.36284
F: 0.39008 -21.20988 13.64324
S: -1.62294 -20.88260 11.89636
O: -2.43099 -20.34793 12.94461
O: -0.71379 -19.69266 11.22792
O: -2.22938 -21.77227 10.91653
C: -1.07024 -26.58612 4.73764
F: -0.98072 -25.43517 5.36828
F: -1.01313 -26.38864 3.40530
F: -0.05977 -27.38273 4.98749
S: -2.75038 -27.25422 5.25480
O: -3.51621 -26.02990 5.26589
O: -3.16064 -28.22086 4.31125
O: -2.60306 -27.83253 6.54864
N: 4.65732 -29.11173 11.13872
S: 4.64896 -27.87718 10.19251
O: 3.33977 -27.80120 9.60336
O: 5.70993 -27.84586 9.26328
F: 4.78880 -26.70715 11.20445
S: 5.53848 -29.06753 12.55091
O: 6.60771 -28.07300 12.40467
O: 5.80320 -30.43542 12.90525
F: 4.59690 -28.42195 13.59544
N: -3.57028 -31.05067 10.54532
S: -4.74244 -30.09358 10.28591
O: -5.91152 -30.41483 10.97838
O: -4.79455 -29.79681 8.93141
F: -4.21981 -28.69117 10.84142
S: -2.83863 -31.16747 12.08331
O: -1.93402 -32.21491 12.02581
O: -3.81998 -30.87132 13.08562
F: -1.95724 -29.89244 11.91673
N: -3.98736 -21.05010 7.76585
S: -5.03412 -22.15245 7.74889
O: -4.78245 -23.13333 8.74990
O: -5.51434 -22.50309 6.45732
F: -6.33970 -21.28420 8.27981
S: -3.62971 -20.16702 6.45590
O: -3.53988 -20.90712 5.23713
O: -2.61467 -19.29106 6.92701
F: -4.94375 -19.29490 6.18679
N: -8.23554 -28.30572 6.64886
S: -9.53611 -27.30046 6.73282
O: -9.41114 -25.92941 6.35729
O: -10.21755 -27.59291 7.94820
F: -10.51072 -27.93133 5.62306
S: -7.15734 -27.88101 5.52845
O: -6.21074 -27.00677 6.17370
O: -7.59297 -27.68843 4.18947
F: -6.33850 -29.24519 5.53405
O: -4.93162 -22.76106 11.81972
C: -4.27500 -23.75560 12.50416
O: -3.53736 -24.45683 11.63151
O: -4.23549 -23.93871 13.66318
H: -4.52330 -22.63315 10.96738

Mulliken population analysis, charges in e, atoms 1 to 2: C -0.54; C 0.33

---

Entry 3:
The following is a DFT calculation (ωB97M-V/def2-TZVPD) of C39H54N3O11SSiTeW as an isolated structure in a non-equilibrium geometry.

Its relative energy (zero: lowest compared OMol25 entry of this formula, charge and spin) is 75.8 kcal per mole. The charge is +2. The gap between HOMO and LUMO (spin up / spin down) is 0.2219 / 0.2352 Ha. Its highest occupied orbital energy (spin up / spin down) is -13.42 / -13.62 eV. Its spin multiplicity is 2. As for the expectation value of S²: 0.76.

Atoms and positions in Å:
W: -0.27869 1.17480 -0.27802
O: 3.84545 2.50823 -1.99009
C: 2.61997 1.93984 0.12561
O: 1.47765 1.21896 0.56121
C: 2.23897 3.36953 0.07875
C: 2.72429 4.50105 0.71297
C: 1.95547 5.65858 0.70889
C: 0.65309 5.70363 0.25611
C: 0.21141 4.54486 -0.34657
C: 1.04341 3.48672 -0.60811
O: 0.60579 2.45858 -1.40018
N: -1.21241 4.19459 -0.39358
O: -1.48001 2.99713 -0.12051
O: -2.05787 5.03511 -0.55534
N: 2.50062 6.87318 1.37395
O: 1.78853 7.84753 1.38587
O: 3.63840 6.80585 1.77149
H: 3.65753 4.50510 1.25687
H: 0.01954 6.56169 0.43812
C: -5.98690 -1.32046 1.24105
C: -4.92607 -1.61270 0.19758
C: -4.46240 -3.05524 0.27983
C: -5.38726 -1.28749 -1.21532
O: -3.75671 -0.80297 0.51172
Si: -3.25687 0.68249 0.12555
S: -2.19984 0.64104 -1.69299
O: -1.81806 0.82090 1.12018
C: -1.73314 1.15067 2.60578
C: -1.40449 2.61679 2.75329
C: -0.64003 0.26954 3.16713
C: -3.07038 0.82352 3.24212
O: -4.22222 1.87801 0.51371
C: -5.26696 2.81128 0.11896
C: -6.61937 2.20944 0.46013
C: -5.03971 4.05622 0.95508
C: -5.14257 3.06974 -1.37111
H: -6.88819 -1.89946 1.03271
H: -6.25361 -0.26229 1.24951
H: -5.62739 -1.59701 2.23394
H: -5.29000 -3.73239 0.06374
H: -4.09449 -3.27952 1.28247
H: -3.66957 -3.24506 -0.44723
H: -6.24442 -1.90358 -1.49007
H: -4.58588 -1.48068 -1.93192
H: -5.69331 -0.24208 -1.30710
H: -0.42978 2.87193 2.32494
H: -1.35400 2.83836 3.81931
H: -2.18111 3.24231 2.31107
H: 0.26909 0.29735 2.56315
H: -0.97109 -0.76357 3.26190
H: -0.38166 0.63407 4.16184
H: -3.85642 1.50506 2.92440
H: -2.94911 0.91205 4.32291
H: -3.37689 -0.19841 3.01865
H: -6.68094 1.97149 1.52330
H: -6.82841 1.31079 -0.11958
H: -7.39994 2.93609 0.23328
H: -5.06271 3.80032 2.01569
H: -5.83266 4.78109 0.76695
H: -4.08564 4.53104 0.72199
H: -5.24036 2.13716 -1.93244
H: -4.18200 3.52702 -1.62143
H: -5.93687 3.74112 -1.70009
C: -0.90730 -2.55547 1.07670
C: -0.05037 -1.94053 0.02682
O: 0.72239 -2.92089 -0.56875
N: 0.02507 -0.74851 -0.32997
Te: 1.83256 -2.42555 -2.09888
C: 3.12821 -4.05074 -1.92911
C: 4.41164 -3.84570 -2.44059
C: 4.83306 -2.66861 -3.29140
C: 5.35025 -4.84098 -2.19825
C: 5.03350 -6.00028 -1.50072
C: 6.06682 -7.06282 -1.24522
C: 3.71618 -6.18494 -1.09194
C: 2.72885 -5.23447 -1.30613
C: 1.31757 -5.57146 -0.88496
C: 2.89515 -0.88202 -1.16136
C: 2.90899 0.26998 -1.85221
C: 2.48753 0.48430 -3.27288
C: 3.35823 1.49399 -1.17646
C: 4.00654 1.37850 0.19609
C: 5.15501 2.30727 0.53572
C: 4.11938 -0.00145 0.70698
C: 3.51871 -1.06462 0.15860
C: 3.62348 -2.41227 0.84270
H: -0.27993 -2.88116 1.90899
H: -1.38915 -3.43959 0.65968
H: -1.66461 -1.85227 1.40868
H: 4.01233 -2.20000 -3.84412
H: 5.52761 -3.00921 -4.05833
H: 5.32896 -1.89155 -2.70895
H: 6.35435 -4.71220 -2.58812
H: 7.05710 -6.74064 -1.56020
H: 5.81825 -7.97594 -1.78815
H: 6.10863 -7.31713 -0.18567
H: 3.43486 -7.11496 -0.60854
H: 1.11619 -6.61381 -1.12673
H: 0.55437 -4.97510 -1.38508
H: 1.17765 -5.44758 0.18958
H: 2.36815 -0.42632 -3.85767
H: 3.24688 1.07442 -3.78357
H: 1.54774 1.04464 -3.33141
H: 3.11958 3.03209 -2.35212
H: 5.11236 3.23662 -0.02385
H: 6.09876 1.82247 0.28392
H: 5.16453 2.52659 1.60499
H: 4.74510 -0.14337 1.58311
H: 3.51079 -2.28508 1.91756
H: 4.59310 -2.87872 0.65567
H: 2.86415 -3.12394 0.52361

Mulliken population analysis, charges in e, atoms 1 to 2: W 2.06; O -0.58